Here is C25H32F36N8O25S12 as an isolated structure in a non-equilibrium geometry from the OMol25 dataset. Energies are from ωB97M-V with the def2-TZVPD basis set.

Last column: Mulliken charge in e.
CARTESIAN COORDINATES (ANGSTROEM)
S (-0.737, -3.965, 2.682)  0.90
S (7.312, 2.237, 2.440)  1.11
S (0.426, -5.148, 0.664)  0.86
S (-7.131, 2.380, -1.400)  1.01
S (-1.095, 5.586, -8.540)  0.97
S (0.754, 3.799, 5.119)  0.83
S (5.207, 2.659, 0.985)  0.94
S (-5.547, 3.387, 0.471)  1.06
S (-1.764, 5.693, -5.878)  1.10
S (-0.769, 2.184, 6.747)  0.98
S (-3.020, -6.525, -2.875)  1.04
S (-4.260, -6.815, -5.143)  1.09
F (-3.080, -4.675, 1.829)  -0.23
F (-2.182, 1.328, 4.694)  -0.14
F (1.536, -5.767, -1.637)  -0.20
F (8.311, 4.645, 3.002)  -0.23
F (-2.168, 0.010, 6.392)  -0.23
F (-1.942, 3.129, -6.570)  -0.22
F (-6.651, 1.475, -3.869)  -0.24
F (-8.350, 0.569, -2.877)  -0.22
F (-3.722, -5.096, -7.130)  -0.21
F (-4.020, 4.466, -1.364)  -0.24
F (-2.590, -4.192, -1.694)  -0.23
F (1.348, 4.723, -8.906)  -0.27
F (9.775, 3.061, 2.687)  -0.23
F (-3.361, 1.825, 6.443)  -0.23
F (-2.725, -2.513, 1.727)  -0.10
F (2.363, -3.952, -0.718)  -0.23
F (1.067, 5.357, 2.959)  -0.23
F (3.358, 3.479, 2.690)  -0.17
F (-2.892, 3.596, -4.689)  -0.20
F (8.706, 3.185, 4.540)  -0.23
F (-0.940, 5.328, 3.766)  -0.22
F (-2.873, 3.603, 0.263)  -0.11
F (-3.156, -3.511, 3.613)  -0.24
F (2.583, 2.661, 0.782)  -0.14
F (-0.021, 4.129, -10.463)  -0.23
F (-6.351, 0.017, -2.297)  -0.23
F (-4.266, -4.105, -3.060)  -0.24
F (-0.026, 3.122, -8.519)  -0.21
F (-0.176, 3.607, 2.688)  -0.18
F (-5.201, -6.643, -7.578)  -0.23
F (-3.127, -7.152, -7.490)  -0.25
F (-3.973, 5.427, 0.569)  -0.25
F (-0.738, 3.466, -4.847)  -0.25
F (3.462, 4.622, 0.865)  -0.26
F (-4.482, -5.160, -1.185)  -0.23
F (0.426, -3.963, -1.676)  -0.23
O (-1.660, -6.601, -2.453)  -0.61
O (5.002, 1.240, 0.896)  -0.36
O (-5.252, 2.791, 1.736)  -0.66
O (1.608, 2.765, 4.602)  -0.42
O (-0.615, -6.044, 0.290)  -0.54
O (-0.234, -3.045, 3.655)  -0.62
O (-0.701, -5.305, 3.153)  -0.69
O (-5.424, -6.066, -4.712)  -0.66
O (-4.488, -8.233, -5.195)  -0.68
O (5.685, 3.412, -0.130)  -0.68
O (-3.085, 6.133, -6.156)  -0.60
O (7.144, 1.140, 3.376)  -0.63
O (1.389, 4.792, 5.928)  -0.70
O (-3.372, 0.925, -0.576)  -0.29
O (-1.091, 6.253, -4.743)  -0.66
O (-1.152, 2.630, 8.059)  -0.71
O (-6.550, 4.396, 0.484)  -0.66
O (-7.264, 3.638, -2.090)  -0.65
O (-8.315, 2.046, -0.651)  -0.70
O (-2.363, 4.976, -8.796)  -0.60
O (0.309, 1.239, 6.771)  -0.60
O (-0.748, 6.734, -9.339)  -0.68
O (7.934, 1.845, 1.203)  -0.69
O (-3.897, -7.520, -2.376)  -0.66
O (1.540, -5.760, 1.368)  -0.73
N (-2.890, -6.348, -4.519)  -0.41
N (6.020, 3.136, 2.336)  -0.44
N (-5.743, 2.192, -0.669)  -0.60
N (4.303, -2.050, 3.419)  0.46
N (-0.594, 5.817, -7.031)  -0.45
N (-0.662, 3.403, 5.722)  -0.37
N (-0.058, -3.725, 1.209)  -0.12
N (-0.731, -0.164, -0.616)  1.32
C (0.735, -0.389, -0.824)  -0.69
C (-4.060, -6.354, -6.932)  0.59
C (4.887, -1.710, -0.313)  -1.45
C (-2.558, -3.626, 2.432)  0.59
C (1.285, -4.708, -0.928)  0.55
C (5.018, -3.332, 3.537)  -1.01
C (0.087, 4.281, -9.146)  0.65
C (-3.648, -4.871, -2.184)  0.66
C (-2.236, 1.287, 6.029)  0.61
C (-1.108, 1.147, -1.238)  -0.57
C (2.282, -0.925, 3.975)  -0.50
C (2.819, -2.285, 3.622)  -0.36
C (-3.979, 4.242, -0.065)  0.61
C (3.515, 3.386, 1.385)  0.53
C (-7.109, 1.034, -2.693)  0.61
C (3.402, -0.283, 4.839)  -0.47
C (0.145, 4.592, 3.546)  0.61
C (4.638, -1.153, 4.580)  -0.56
C (-2.560, 1.231, -1.669)  -0.54
C (-1.421, -1.363, -1.200)  -0.80
C (4.034, -1.898, 0.935)  -0.03
C (-1.850, 3.871, -5.484)  0.65
C (8.590, 3.364, 3.225)  0.44
C (4.677, -1.302, 2.179)  -0.46
C (-0.925, -0.151, 0.879)  -0.34
H (-0.121, 0.480, 1.247)  0.28
H (-2.753, 2.253, -2.010)  0.39
H (-0.521, 1.261, -2.154)  0.25
H (0.936, -0.158, -1.869)  0.43
H (2.537, -2.760, 2.684)  -0.04
H (4.767, -3.984, 2.704)  0.26
H (-4.301, 1.258, -0.727)  0.30
H (-1.867, 0.331, 1.120)  0.25
H (-0.746, 1.922, -0.562)  0.43
H (-1.457, -1.316, -2.286)  0.49
H (5.815, -2.274, -0.200)  0.43
H (3.029, -0.543, 5.829)  0.38
H (3.851, -2.959, 1.115)  0.23
H (5.757, -1.185, 2.171)  0.53
H (5.557, -0.620, 4.324)  0.31
H (6.094, -3.164, 3.527)  0.37
H (2.053, -0.369, 3.058)  -0.26
H (1.337, 0.288, -0.226)  0.35
H (4.711, -3.780, 4.477)  0.46
H (-0.841, -2.229, -0.911)  -0.31
H (3.558, 0.771, 4.659)  0.26
H (-0.886, -1.185, 1.197)  -0.43
H (-2.690, 0.557, -2.524)  0.38
H (3.050, -1.449, 0.802)  0.01
H (-2.425, -1.301, -0.794)  0.47
H (0.926, -1.428, -0.578)  -0.06
H (5.147, -0.662, -0.451)  0.24
H (4.328, -2.026, -1.192)  0.39
H (2.679, -2.974, 4.453)  0.38
H (4.200, -0.346, 2.362)  0.06
H (1.323, -0.943, 4.471)  1.06
H (4.944, -1.764, 5.432)  0.33

Forces on atoms 1 to 2 (eV/Å):
0.74 0.26 0.15
-0.14 -1.27 0.70

Its electronic energy is -317400.570 eV. As for the charge: -4. The value obtained for the lowest unoccupied orbital energy is 5.3 eV. The largest force on an atom is 0.0562 Eh/bohr. Its energy relative to the best compared isomer or geometry (same formula, charge and spin) is 0.0 kJ/mol.

=====

Here is a 4-piece molecular cluster, C12H28N4O4 overall in a non-equilibrium geometry from the OMol25 dataset. Energies are from ωB97M-V with the def2-TZVPD basis set.

Last column: Mulliken charge in e.
CARTESIAN COORDINATES (ANGSTROEM)
O (-16.992, -9.388, -10.128)  -0.53
O (-22.104, -17.671, -7.390)  -0.59
O (-18.353, -12.951, -14.429)  -0.55
O (-16.582, -15.549, -8.431)  -0.59
N (-20.449, -16.848, -8.720)  0.09
N (-17.916, -10.067, -8.159)  0.25
N (-18.833, -10.791, -13.898)  0.20
N (-15.965, -13.739, -9.679)  0.16
C (-17.154, -9.260, -8.933)  0.03
C (-18.073, -9.838, -6.757)  -0.88
C (-20.068, -15.939, -9.769)  -0.71
C (-19.344, -17.511, -8.039)  -0.82
C (-19.052, -11.062, -12.493)  -1.20
C (-19.244, -9.501, -14.406)  -0.94
C (-21.727, -16.999, -8.327)  0.18
C (-18.585, -11.217, -8.711)  -0.48
C (-16.504, -14.244, -10.927)  -0.67
C (-16.059, -14.449, -8.541)  0.13
C (-18.486, -11.790, -14.748)  0.10
C (-15.388, -12.410, -9.734)  -0.80
H (-18.174, -10.787, -11.905)  0.45
H (-18.867, -18.218, -8.720)  0.26
H (-16.155, -11.723, -10.105)  0.19
H (-19.894, -10.462, -12.140)  0.32
H (-17.790, -10.728, -6.183)  0.31
H (-19.461, -15.129, -9.359)  0.11
H (-19.731, -18.007, -7.156)  0.31
H (-18.607, -16.746, -7.792)  0.26
H (-18.272, -11.437, -15.769)  0.28
H (-19.119, -9.638, -6.493)  0.32
H (-18.885, -9.357, -15.424)  0.31
H (-19.467, -16.466, -10.519)  0.28
H (-19.313, -12.109, -12.346)  0.38
H (-16.682, -8.451, -8.350)  0.29
H (-17.488, -8.997, -6.395)  0.30
H (-15.639, -13.923, -7.667)  0.31
H (-18.392, -11.276, -9.777)  -0.31
H (-18.142, -12.134, -8.300)  0.26
H (-17.081, -13.455, -11.418)  0.15
H (-15.704, -14.535, -11.612)  0.30
H (-15.051, -12.042, -8.770)  0.30
H (-22.442, -16.443, -8.960)  0.26
H (-18.813, -8.666, -13.841)  0.31
H (-14.607, -12.402, -10.498)  0.35
H (-20.330, -9.374, -14.360)  0.33
H (-17.154, -15.094, -10.753)  0.19
H (-19.648, -11.205, -8.474)  0.42
H (-20.941, -15.568, -10.304)  0.35

Forces on atoms 1 to 2 (eV/Å):
0.10 -0.01 -0.22
-0.04 -0.17 0.14

Its electronic energy is -27048.621 eV. The value obtained for the lowest unoccupied orbital energy is 0.4 eV. The largest force on an atom is 0.0200 Eh/bohr. Its energy relative to the best compared isomer or geometry (same formula, charge and spin) is 193.8 kJ/mol. As for the structure (SMILES): CN(C)C=O.CN(C)C=O.CN(C)C=O.CN(C)C=O.

=====

Here is a 2-piece molecular cluster, C11H15N2 overall in a non-equilibrium geometry from the OMol25 dataset. Energies are from ωB97M-V with the def2-TZVPD basis set.

Last column: Mulliken charge in e.
CARTESIAN COORDINATES (ANGSTROEM)
N (3.081, 0.919, -0.018)  -0.15
N (1.190, 1.251, -1.117)  0.12
C (-4.383, -0.449, 0.413)  -0.50
C (2.311, -0.293, 0.268)  1.53
C (2.083, -0.508, 1.753)  -1.26
C (2.395, 1.751, -0.758)  -0.19
C (1.075, 0.022, -0.544)  -0.79
C (-3.110, -0.431, 0.855)  0.05
C (-2.294, 0.569, 0.513)  -0.31
C (-2.732, 1.667, -0.121)  -0.29
C (-4.002, 1.647, -0.758)  -0.57
C (-4.794, 0.516, -0.482)  -0.35
C (3.043, -1.509, -0.296)  -1.34
H (3.815, -1.667, 0.472)  0.38
H (-5.018, -1.307, 0.683)  0.35
H (3.434, -1.252, -1.383)  0.32
H (1.066, -0.742, 1.999)  0.27
H (2.802, -1.323, 2.117)  0.30
H (0.569, 1.693, -1.665)  0.13
H (-5.813, 0.419, -0.806)  0.35
H (0.031, -0.244, -0.288)  0.28
H (-2.761, -1.178, 1.578)  0.35
H (2.485, -2.383, -0.243)  0.38
H (2.686, 2.683, -1.279)  0.38
H (2.333, 0.374, 2.437)  0.39
H (-4.247, 2.524, -1.294)  0.42
H (3.853, 1.166, 0.540)  0.24
H (-2.077, 2.484, -0.169)  0.53

Forces on atoms 1 to 2 (eV/Å):
-0.92 0.23 -0.39
4.91 -1.69 3.23

Its electronic energy is -14619.336 eV. As for the charge: +1. The value obtained for the lowest unoccupied orbital energy (spin up / spin down) is -4.5 / -3.5 eV. The largest force on an atom is 0.1190 Eh/bohr. Its energy relative to the best compared isomer or geometry (same formula, charge and spin) is 424.8 kJ/mol.

=====

Here is C6H8N4O5 in the gas phase in a non-equilibrium geometry from the OMol25 dataset. Energies are from ωB97M-V with the def2-TZVPD basis set.

Last column: Mulliken charge in e.
CARTESIAN COORDINATES (ANGSTROEM)
O (0.062, -1.241, 2.258)  -0.63
O (1.067, 3.521, 0.633)  -0.60
O (-1.644, -0.125, 0.912)  -0.68
O (1.413, -1.582, -2.066)  -0.67
O (2.673, -0.160, 2.748)  -0.63
N (2.011, 1.594, 1.414)  -0.04
N (-0.139, -0.318, -0.878)  0.01
N (-0.166, 1.602, 0.422)  -0.13
N (1.381, -1.387, 0.256)  -0.22
C (-0.851, 0.124, -2.083)  -1.07
C (1.916, 0.289, 1.872)  0.20
C (0.923, -1.147, -1.035)  0.47
C (0.735, -0.613, 1.268)  0.80
C (-0.390, 0.207, 0.406)  0.14
C (0.994, 2.313, 0.735)  0.31
H (2.723, 2.124, 1.833)  0.28
H (-0.447, -0.610, -2.760)  0.40
H (-1.603, -0.748, 1.738)  0.40
H (-1.797, 0.070, -1.696)  0.43
H (-0.625, 1.182, -2.379)  0.21
H (-0.924, 2.039, -0.072)  0.30
H (0.810, -1.738, 2.812)  0.45
H (1.993, -2.252, 0.354)  0.28

Forces on atoms 1 to 2 (eV/Å):
2.57 -2.68 2.60
0.21 -1.00 -0.40

Its electronic energy is -22550.456 eV. The value obtained for the lowest unoccupied orbital energy is 0.3 eV. The largest force on an atom is 0.0882 Eh/bohr. Its energy relative to the best compared isomer or geometry (same formula, charge and spin) is 0.0 kJ/mol. As for the structure (SMILES): CN1C(=O)N[C@@]2(O)C(=O)NC(=O)N[C@@]12O.

=====

Question: Which value of energy relative to the best compared isomer or geometry (same formula, charge and spin) does entry 3 give?
Answer: 424.8 kJ/mol

=====

What did the second record say?
Here is a 4-piece molecular cluster, C12H28N4O4 overall in a non-equilibrium geometry from the OMol25 dataset. Energies are from ωB97M-V with the def2-TZVPD basis set.

Last column: Mulliken charge in e.
CARTESIAN COORDINATES (ANGSTROEM)
O (-16.992, -9.388, -10.128)  -0.53
O (-22.104, -17.671, -7.390)  -0.59
O (-18.353, -12.951, -14.429)  -0.55
O (-16.582, -15.549, -8.431)  -0.59
N (-20.449, -16.848, -8.720)  0.09
N (-17.916, -10.067, -8.159)  0.25
N (-18.833, -10.791, -13.898)  0.20
N (-15.965, -13.739, -9.679)  0.16
C (-17.154, -9.260, -8.933)  0.03
C (-18.073, -9.838, -6.757)  -0.88
C (-20.068, -15.939, -9.769)  -0.71
C (-19.344, -17.511, -8.039)  -0.82
C (-19.052, -11.062, -12.493)  -1.20
C (-19.244, -9.501, -14.406)  -0.94
C (-21.727, -16.999, -8.327)  0.18
C (-18.585, -11.217, -8.711)  -0.48
C (-16.504, -14.244, -10.927)  -0.67
C (-16.059, -14.449, -8.541)  0.13
C (-18.486, -11.790, -14.748)  0.10
C (-15.388, -12.410, -9.734)  -0.80
H (-18.174, -10.787, -11.905)  0.45
H (-18.867, -18.218, -8.720)  0.26
H (-16.155, -11.723, -10.105)  0.19
H (-19.894, -10.462, -12.140)  0.32
H (-17.790, -10.728, -6.183)  0.31
H (-19.461, -15.129, -9.359)  0.11
H (-19.731, -18.007, -7.156)  0.31
H (-18.607, -16.746, -7.792)  0.26
H (-18.272, -11.437, -15.769)  0.28
H (-19.119, -9.638, -6.493)  0.32
H (-18.885, -9.357, -15.424)  0.31
H (-19.467, -16.466, -10.519)  0.28
H (-19.313, -12.109, -12.346)  0.38
H (-16.682, -8.451, -8.350)  0.29
H (-17.488, -8.997, -6.395)  0.30
H (-15.639, -13.923, -7.667)  0.31
H (-18.392, -11.276, -9.777)  -0.31
H (-18.142, -12.134, -8.300)  0.26
H (-17.081, -13.455, -11.418)  0.15
H (-15.704, -14.535, -11.612)  0.30
H (-15.051, -12.042, -8.770)  0.30
H (-22.442, -16.443, -8.960)  0.26
H (-18.813, -8.666, -13.841)  0.31
H (-14.607, -12.402, -10.498)  0.35
H (-20.330, -9.374, -14.360)  0.33
H (-17.154, -15.094, -10.753)  0.19
H (-19.648, -11.205, -8.474)  0.42
H (-20.941, -15.568, -10.304)  0.35

Forces on atoms 1 to 2 (eV/Å):
0.10 -0.01 -0.22
-0.04 -0.17 0.14

Its electronic energy is -27048.621 eV. The value obtained for the lowest unoccupied orbital energy is 0.4 eV. The largest force on an atom is 0.0200 Eh/bohr. Its energy relative to the best compared isomer or geometry (same formula, charge and spin) is 193.8 kJ/mol. As for the structure (SMILES): CN(C)C=O.CN(C)C=O.CN(C)C=O.CN(C)C=O.